Formula: C9H18NO
Source: the Open Molecules 2025 dataset
Level of theory: ωB97M-V/def2-TZVPD

Summary:
frontier orbital gap	8.61	eV
highest occupied orbital energy	-11.57	eV
charge	+1

XYZ file:
```
29
Properties=species:S:1:pos:R:3:forces:R:3
C 3.401 1.606 -0.119 0.99 0.53 -0.52
C 2.272 0.630 -0.326 -2.58 1.67 -1.05
C -3.981 -0.217 -0.090 2.10 -2.00 1.68
C -3.334 1.144 0.007 -0.83 -0.04 -0.93
C -2.715 -1.091 0.370 -1.38 0.99 1.60
C -2.018 1.016 -0.063 -0.15 3.20 0.71
C -0.985 2.167 -0.081 -1.21 -1.60 -1.70
C 1.525 -2.366 -0.621 -0.63 -2.73 1.42
C 2.065 -0.336 0.551 2.89 1.33 1.76
N 1.100 -1.371 0.456 -2.19 -1.01 -1.65
O -1.605 -0.245 0.083 2.53 -1.89 -0.58
H 4.214 1.273 -0.843 -0.63 0.54 1.09
H 3.774 1.616 0.957 -0.35 -0.17 -1.51
H 1.440 0.898 -1.145 2.26 -1.01 1.54
H -4.765 -0.469 0.672 0.15 0.44 -1.46
H -4.029 -0.598 -1.124 -1.37 0.64 0.28
H 3.169 2.674 -0.416 -0.04 -1.34 0.37
H -3.888 2.065 -0.099 0.17 0.02 0.05
H -2.661 -1.308 1.465 -0.35 0.35 -0.58
H -2.645 -2.032 -0.121 0.26 -0.56 -0.74
H -0.153 1.935 -0.768 -0.83 0.40 -0.54
H -0.426 2.148 0.807 0.20 0.58 1.83
H -1.546 3.098 -0.334 0.93 -0.67 0.40
H 0.638 -2.920 -0.985 0.30 0.68 0.02
H 2.111 -1.968 -1.421 0.10 0.66 -0.15
H 2.092 -3.170 -0.077 -0.08 0.91 -0.68
H 2.856 -0.378 1.388 -1.65 -0.53 -1.16
H 0.085 -1.008 0.154 1.74 -0.25 1.12
H 1.053 -1.934 1.329 -0.33 0.88 -0.61
```
Positions in Å, forces in eV/Å.



Formula: C9H18O
Source: the Open Molecules 2025 dataset
Level of theory: ωB97M-V/def2-TZVPD

Summary:
frontier orbital gap	8.98	eV
highest occupied orbital energy	-8.12	eV

XYZ file:
```
28
Properties=species:S:1:pos:R:3:forces:R:3
C 1.408 0.544 0.876 -0.45 -0.72 1.51
C -1.211 -0.463 -1.126 0.42 -0.28 0.53
C -2.113 -1.389 1.014 0.35 0.03 0.14
C 2.282 0.662 -0.375 -0.64 -0.20 -0.08
C 1.086 1.937 1.443 0.03 -0.29 0.30
C -0.580 -1.638 -1.884 -0.13 0.23 -0.10
C -0.785 0.874 -1.700 1.19 0.36 0.82
C 0.122 -0.367 1.108 0.98 0.97 -0.69
C -0.946 -0.674 0.371 -0.57 0.13 -0.44
O 0.089 -0.795 2.428 0.22 0.13 0.16
H 0.791 -0.366 2.931 -0.08 -0.06 -0.16
H 2.098 0.080 1.600 -0.11 0.03 -0.06
H -2.299 -0.538 -1.237 0.09 -0.06 -0.05
H -3.005 -0.767 0.932 -0.09 0.03 -0.01
H -2.319 -2.325 0.495 -0.06 -0.11 0.00
H -1.921 -1.588 2.062 -0.14 -0.14 0.03
H 2.183 -0.216 -1.001 0.11 -0.10 -0.25
H 2.034 1.551 -0.948 0.01 0.01 -0.19
H 3.320 0.763 -0.074 0.13 -0.03 0.08
H 1.997 2.520 1.556 0.09 0.10 -0.06
H 0.608 1.883 2.432 0.05 -0.01 -0.28
H 0.415 2.454 0.771 -0.20 0.23 -0.17
H 0.506 -1.598 -1.827 0.10 0.04 0.04
H -0.862 -1.608 -2.935 -0.04 -0.09 -0.14
H -0.901 -2.586 -1.458 -0.03 -0.12 -0.01
H -1.392 1.683 -1.294 -0.11 0.02 -0.03
H 0.273 1.092 -1.372 -1.30 -0.20 -0.85
H -0.878 0.875 -2.786 0.17 0.09 -0.02
```
Positions in Å, forces in eV/Å.



Formula: C9H18O5
Source: the Open Molecules 2025 dataset
Level of theory: ωB97M-V/def2-TZVPD

Summary:
frontier orbital gap	7.65	eV
highest occupied orbital energy	-7.21	eV

XYZ file:
```
32
Properties=species:S:1:pos:R:3:forces:R:3
C -29.725 -38.492 25.625 0.50 -2.61 -4.97
O -30.688 -37.885 26.328 -2.68 2.37 1.26
H -29.954 -38.091 24.602 1.60 -0.52 0.10
H -29.830 -39.626 25.385 -0.36 1.32 1.08
H -28.712 -38.384 25.916 0.95 0.66 0.57
H -31.026 -37.176 25.675 0.11 -1.53 1.90
C -25.893 -39.503 24.954 4.53 8.28 -0.38
O -26.157 -38.495 25.960 0.56 -0.34 0.81
H -26.130 -40.380 25.188 -1.14 -7.49 2.62
H -24.838 -39.297 24.549 -1.54 -0.95 0.38
H -26.587 -39.218 24.281 -1.92 0.80 -3.00
H -25.403 -38.389 26.567 -0.51 -0.31 -0.44
C -33.305 -36.734 24.215 -3.55 1.10 1.96
O -31.917 -36.603 24.172 0.32 -0.62 -2.21
H -34.178 -36.886 23.465 2.69 0.32 -0.56
H -33.569 -35.805 24.689 -0.94 0.31 0.42
H -33.567 -37.514 24.881 -0.07 -0.93 1.10
H -31.793 -36.804 23.252 1.56 -0.08 -0.69
C -31.601 -40.398 30.149 1.28 0.27 1.73
C -32.316 -39.985 31.300 -4.52 6.44 -16.36
C -33.335 -38.929 31.117 0.24 -1.79 0.50
C -33.594 -38.421 29.862 3.27 -2.93 0.75
C -32.834 -38.868 28.791 2.16 -1.22 -0.41
C -31.780 -39.843 28.849 -4.39 1.14 5.60
O -31.224 -40.410 27.848 2.53 2.03 -5.79
O -34.036 -38.578 32.262 0.28 -0.20 1.05
H -30.685 -41.011 30.402 -1.23 0.28 -0.82
H -32.165 -40.178 32.126 3.06 -4.16 14.33
H -34.214 -37.662 29.704 -2.78 3.02 -0.46
H -32.872 -38.389 27.848 -0.64 0.54 -0.92
H -31.113 -39.628 27.103 -0.43 -2.71 2.29
H -34.829 -38.007 32.351 1.03 -0.49 -1.41
```
Positions in Å, forces in eV/Å.



Formula: C9H18O9
Source: the Open Molecules 2025 dataset
Level of theory: ωB97M-V/def2-TZVPD

Summary:
frontier orbital gap	11.12	eV
highest occupied orbital energy	-10.41	eV

XYZ file:
```
36
Properties=species:S:1:pos:R:3:forces:R:3
C -17.761 16.375 17.625 -0.98 -0.90 0.53
O -16.923 17.503 17.646 0.37 0.26 -0.35
C -16.923 18.199 18.782 -0.09 0.04 0.08
O -17.579 17.949 19.757 -0.10 -0.02 0.09
O -16.090 19.218 18.639 0.23 0.09 -0.05
C -15.957 20.059 19.791 -0.09 -0.06 0.28
H -18.717 16.560 18.127 0.17 0.21 -0.13
H -17.319 15.526 18.153 0.17 0.15 -0.07
H -17.964 16.089 16.599 0.25 0.20 -0.16
H -16.868 20.636 19.946 0.04 0.06 -0.11
H -15.106 20.702 19.597 -0.03 0.07 -0.08
H -15.770 19.470 20.687 0.06 -0.08 -0.11
C -15.937 17.005 22.376 -0.01 0.22 1.02
O -15.096 15.875 22.647 0.01 -0.25 -0.51
C -14.162 16.078 23.559 -0.01 0.10 -0.14
O -14.040 17.060 24.239 0.06 0.35 0.24
O -13.366 15.009 23.604 -0.05 -0.43 -0.12
C -12.288 15.095 24.526 0.17 0.46 0.27
H -16.529 17.184 23.278 -0.19 0.06 -0.23
H -16.562 16.778 21.526 0.05 -0.19 -0.08
H -15.338 17.895 22.206 0.09 -0.11 -0.18
H -11.493 15.720 24.115 -0.01 -0.08 -0.03
H -11.922 14.091 24.704 -0.06 -0.11 -0.11
H -12.613 15.554 25.460 -0.03 -0.11 -0.02
C -12.236 17.868 18.011 0.46 0.90 -0.05
O -13.146 16.806 18.186 -0.26 -0.64 -0.08
C -13.766 16.764 19.370 -0.18 0.07 -0.19
O -13.656 17.588 20.231 0.13 0.20 0.25
O -14.575 15.718 19.498 -0.19 -0.13 -0.01
C -14.665 14.739 18.456 -0.21 -0.03 0.03
H -12.679 18.829 18.280 -0.09 -0.15 0.08
H -11.967 17.906 16.960 -0.04 -0.24 -0.03
H -11.341 17.720 18.616 -0.04 -0.06 0.02
H -13.786 14.099 18.466 0.11 0.10 -0.18
H -14.831 15.213 17.493 0.24 -0.01 -0.09
H -15.537 14.127 18.681 0.06 0.07 0.21
```
Positions in Å, forces in eV/Å.



Formula: C9H18OPTi
Source: the Open Molecules 2025 dataset
Level of theory: ωB97M-V/def2-TZVPD

Summary:
frontier orbital gap	7.96	eV
highest occupied orbital energy	-11.48	eV
charge	+1

XYZ file:
```
30
Properties=species:S:1:pos:R:3:forces:R:3
C -0.225 1.731 -0.083 0.32 -1.11 -0.96
C 0.612 2.052 -1.168 0.11 0.56 0.08
C 1.996 1.739 -1.122 -0.56 -0.84 -0.19
C 2.520 1.076 0.028 0.39 0.58 -0.11
C 1.686 0.879 1.133 -0.28 -1.21 -0.99
Ti 0.615 -0.021 -0.231 0.13 1.84 0.73
P -1.839 -0.430 -1.460 -1.21 -0.06 0.06
H -1.238 2.085 0.038 0.06 0.42 0.25
H 0.214 2.496 -2.090 0.20 0.22 0.55
H 2.639 2.020 -1.955 -0.20 -0.62 0.00
H 1.993 0.795 2.163 0.03 0.22 0.06
H 3.553 0.708 -0.001 -0.13 0.77 0.31
H -2.574 -1.496 -2.044 0.33 0.04 -0.05
H -2.477 0.593 -2.221 0.50 -0.22 0.15
H -2.773 -0.340 -0.383 0.35 0.16 -0.20
C 0.869 -1.424 3.398 0.13 0.07 -0.16
C 1.206 -1.967 2.018 0.08 -0.27 0.31
O 0.163 -1.572 1.058 -0.50 -0.80 0.01
C -1.035 -2.469 1.121 0.38 0.26 0.07
C -0.820 -3.711 0.286 -0.01 -0.12 -0.26
H 0.900 -0.334 3.439 -0.07 -0.13 -0.16
H 1.579 -1.782 4.148 -0.15 -0.17 -0.14
H -0.140 -1.731 3.663 0.04 -0.06 0.29
H 2.161 -1.585 1.636 -0.39 -0.11 0.06
H 1.261 -3.068 2.009 -0.06 0.38 0.06
H -1.190 -2.719 2.179 0.05 0.15 -0.35
H -1.885 -1.869 0.772 0.36 -0.20 0.28
H 0.168 -4.130 0.473 -0.10 -0.16 0.10
H -1.579 -4.471 0.506 0.17 0.16 0.17
H -0.890 -3.533 -0.789 0.04 0.25 0.04
```
Positions in Å, forces in eV/Å.



Formula: C9H19Be2ClNO5
Source: the Open Molecules 2025 dataset
Level of theory: ωB97M-V/def2-TZVPD

Summary:
frontier orbital gap	1.05	eV
highest occupied orbital energy	-15.34	eV
charge	+3

XYZ file:
```
37
Properties=species:S:1:pos:R:3:forces:R:3
Be 4.944 -10.092 -3.760 -0.02 0.02 -0.03
Be -1.017 -10.319 1.323 0.05 0.25 -0.21
Cl 0.064 -7.091 -1.731 0.93 1.07 -0.15
O 1.205 -7.766 -2.318 1.09 0.29 0.20
O -0.091 -5.768 -2.289 0.04 -1.61 1.19
O -0.947 -8.010 -2.129 -1.96 -0.44 -0.10
O 0.167 -7.120 -0.275 -0.10 0.31 -0.90
C -2.884 2.048 0.276 1.26 1.50 -0.67
C -1.392 1.679 0.740 -0.85 -0.92 -3.90
C -1.070 0.284 0.115 0.86 -0.08 0.87
C 0.429 -0.160 0.240 -1.71 1.04 0.49
C 1.336 0.844 -0.496 -0.48 -0.16 1.54
C 1.103 2.371 0.000 -1.49 -0.98 -3.27
N -0.360 2.600 0.131 0.05 1.82 3.67
O -0.726 3.948 0.236 1.68 -2.78 -0.38
C 1.814 2.717 1.353 -0.82 -0.12 0.79
C 1.547 3.320 -1.138 -0.05 1.10 -0.75
C -1.396 1.746 2.252 1.16 0.23 2.42
H -2.859 2.149 -0.809 -0.23 -0.54 -0.20
H -3.177 3.049 0.592 -0.03 -0.13 0.57
H -3.637 1.331 0.602 0.50 -0.17 0.07
H -1.785 -0.317 0.676 0.34 -0.67 -0.20
H -1.298 0.192 -0.947 -0.52 0.55 0.04
H 0.444 -1.183 -0.138 0.58 0.12 -0.09
H 0.657 -0.176 1.306 0.37 -0.24 0.04
H 1.194 0.765 -1.574 -0.03 0.40 0.01
H 2.367 0.576 -0.261 0.10 0.33 -0.17
H 1.312 2.058 2.061 0.65 -0.01 0.33
H 2.873 2.510 1.201 -0.13 -0.10 -0.05
H 1.644 3.753 1.644 0.05 -0.01 -0.22
H 2.609 3.320 -1.380 0.10 -0.49 0.57
H 1.048 3.070 -2.074 -0.10 -0.43 0.04
H 1.287 4.369 -0.997 0.14 -0.07 0.52
H -0.923 2.640 2.659 -0.22 0.24 -0.19
H -0.840 0.936 2.723 0.37 -0.30 -0.51
H -2.372 1.670 2.730 -0.34 0.25 -0.76
H -1.273 4.061 -0.545 -1.23 0.72 -0.59
```
Positions in Å, forces in eV/Å.



Formula: C9H19Cl2CoNO3P
Source: the Open Molecules 2025 dataset
Level of theory: ωB97M-V/def2-TZVPD

Summary:
frontier orbital gap (spin up / spin down)	4.88 / 4.69	eV
multiplicity	5
expectation value of S²	6.194
highest occupied orbital energy (spin up / spin down)	-15.84 / -15.80	eV
charge	+2

XYZ file:
```
36
Properties=species:S:1:pos:R:3:forces:R:3
C -0.426 -2.681 -3.351 0.68 0.17 -0.64
C -0.825 -1.481 -2.378 -3.63 -1.89 -0.49
H -1.296 -2.987 -3.975 0.28 0.75 0.60
H -0.098 -3.603 -2.833 -0.19 0.81 0.56
H 0.429 -2.409 -4.004 -0.55 0.20 0.48
O -1.950 -1.244 -2.041 3.61 -0.01 -0.68
Cl 2.018 -1.711 -0.658 0.11 0.02 -0.13
Co 0.373 -0.420 -0.914 1.32 1.10 0.54
P 0.161 1.850 -1.847 -0.53 1.32 -1.30
C -1.391 2.629 -1.298 -0.50 -0.50 0.39
C 1.338 3.204 -1.552 0.81 -0.49 0.55
H 1.012 1.257 -4.058 -0.67 0.42 0.17
H 0.014 2.778 -4.111 0.02 -0.60 0.33
H -0.800 1.153 -3.988 0.52 0.42 0.08
C 0.084 1.754 -3.686 0.09 -0.68 -0.03
H 2.366 2.816 -1.642 -0.29 0.36 -0.09
H 1.160 4.019 -2.283 -0.04 -0.56 0.34
H -1.641 3.463 -1.988 0.25 -0.51 0.32
H -1.248 3.027 -0.273 -0.09 -0.22 -0.56
H 1.211 3.560 -0.517 0.04 -0.05 -0.49
H -2.220 1.895 -1.279 0.29 0.52 -0.08
C -1.030 -0.097 0.363 -5.04 0.41 2.37
O -2.050 0.190 0.847 3.37 -0.45 -1.59
Cl 1.639 0.974 0.761 0.05 -0.46 -0.94
C 0.114 -2.886 3.931 0.03 -0.15 -0.29
N 0.204 -1.436 3.773 -0.44 0.02 -1.14
C 0.614 -0.596 4.887 0.21 1.26 0.04
C -0.029 -0.907 2.583 0.80 0.08 1.96
O -0.281 -1.559 1.542 -0.15 0.05 -0.53
H 0.334 -3.127 4.977 -0.07 -0.13 -0.48
H 0.844 -3.331 3.234 -0.34 -0.16 0.50
H -0.903 -3.201 3.655 0.40 -0.10 0.19
H 1.485 0.011 4.607 -0.09 -0.29 0.11
H -0.164 0.111 5.194 -0.10 -0.29 -0.10
H 0.871 -1.194 5.745 0.08 -0.28 0.09
H 0.084 0.181 2.580 -0.25 -0.11 -0.05
```
Positions in Å, forces in eV/Å.



Formula: C9H19Cl2NO8
Source: the Open Molecules 2025 dataset
Level of theory: ωB97M-V/def2-TZVPD

Summary:
frontier orbital gap	10.92	eV
highest occupied orbital energy	-10.47	eV

XYZ file:
```
39
Properties=species:S:1:pos:R:3:forces:R:3
Cl 4.619 -1.643 3.261 -0.55 -0.55 -0.41
C 3.769 -2.173 1.722 1.71 1.27 -0.26
C 4.799 -1.902 0.533 -2.02 -0.56 0.93
Cl 5.138 -0.189 0.389 0.23 0.93 0.10
H 2.920 -1.499 1.611 0.18 -0.20 -0.03
H 3.412 -3.197 1.831 0.43 0.04 -0.11
H 4.228 -2.099 -0.374 0.47 -0.63 -0.09
H 5.765 -2.397 0.636 -0.44 -0.29 -0.07
C 1.073 1.391 -0.666 0.09 0.50 1.70
N 0.672 0.147 0.071 -4.12 1.85 -1.19
O -0.445 -0.049 0.530 0.03 1.07 0.02
O 1.501 -0.659 0.068 3.91 -3.59 0.32
H 0.304 2.160 -0.739 -0.22 -0.68 -0.50
H 1.622 1.065 -1.550 -0.39 0.36 0.14
H 1.740 1.754 0.116 0.63 0.46 -0.50
C -0.723 3.726 -5.565 -0.40 -0.46 0.98
O 0.689 3.966 -5.349 1.69 -0.27 1.84
C 1.346 3.598 -4.147 -0.45 -0.36 0.18
O 0.874 2.884 -3.264 1.03 1.75 -2.16
O 2.649 4.156 -4.117 -2.93 -0.19 -0.96
C 3.512 3.741 -3.073 0.06 -0.88 1.05
H -1.087 2.774 -5.179 0.56 -0.23 0.11
H -0.972 3.737 -6.626 0.72 0.23 0.01
H -1.346 4.462 -5.058 0.35 0.35 -0.01
H 3.000 3.588 -2.123 -0.46 -0.38 -0.23
H 4.269 4.462 -2.768 -0.14 0.51 -1.03
H 4.011 2.825 -3.389 0.01 -0.04 0.18
C -3.858 -1.176 2.159 0.06 -0.53 0.90
O -3.967 -2.507 2.736 0.28 -0.61 -0.63
C -4.784 -2.812 3.772 1.07 2.45 -1.82
O -5.325 -1.966 4.415 -0.93 0.04 1.10
O -4.826 -4.107 3.862 -0.05 -0.99 -0.43
C -5.663 -4.710 4.802 0.12 -0.97 2.28
H -3.741 -0.439 2.953 -0.21 0.03 -0.08
H -4.713 -0.956 1.519 -0.08 -0.05 0.20
H -2.948 -1.193 1.560 -0.12 -0.13 0.08
H -6.635 -4.275 5.030 -0.13 0.13 -1.10
H -5.223 -4.703 5.799 0.57 0.42 0.12
H -5.656 -5.784 4.611 -0.54 0.23 -0.63
```
Positions in Å, forces in eV/Å.